*P*
23
Properties=species:S:1:pos:R:3:lowdin_charge:R:1 method="wB97M-V/def2-TZVPD" homo_energy_ev=-9.52 smiles="CC[C@@](N=O)(C(C)C)[N+](=O)[O-]"
C -2.41 -0.61 -1.05 -0.0836
C -1.32 -0.78 -0.05 -0.2169
C -0.20 0.20 -0.12 -0.2582
N -0.65 1.49 0.50 0.0518
O -1.39 1.42 1.46 0.0416
C 1.17 -0.45 0.38 -0.2835
C 2.24 0.54 -0.06 -0.0606
C 1.17 -0.45 1.92 -0.0350
N 0.10 0.86 -1.70 -0.3408
O 0.33 0.08 -2.61 0.0661
O 0.06 2.05 -1.79 0.0814
H -2.22 -0.67 -2.07 0.0518
H -2.94 0.36 -0.79 0.1166
H -3.05 -1.43 -0.86 0.0718
H -0.97 -1.76 0.05 0.1083
H -1.92 -0.53 0.82 0.1139
H 1.11 -1.38 -0.16 0.1350
H 1.96 1.45 0.31 0.0532
H 2.34 0.68 -1.11 0.0686
H 3.25 0.29 0.20 0.0876
H 0.82 0.49 2.32 0.0778
H 0.39 -1.16 2.16 0.0805
H 2.13 -0.70 2.25 0.0727

=====

*Q*
23
Properties=species:S:1:pos:R:3:lowdin_charge:R:1 method="wB97M-V/def2-TZVPD" homo_energy_ev=-9.36 smiles="CCOC(=O)N(C)C(=O)NC"
C 0.95 -2.85 1.01 -0.0683
C 1.24 -2.10 -0.29 -0.2327
O 0.28 -1.12 -0.53 -0.0316
C 0.12 -0.11 0.36 -0.6422
O 0.87 0.17 1.20 0.1694
N -0.97 0.56 0.03 0.0708
C -2.28 -0.31 -0.22 0.0869
C -1.30 1.91 0.01 -0.5007
O -2.42 2.39 -0.04 0.0682
N -0.21 2.76 -0.02 0.0185
C 1.05 2.52 -0.68 -0.1193
H 1.36 -2.29 1.88 0.0922
H -0.12 -2.88 1.16 0.0758
H 1.18 -3.90 0.93 0.0685
H 1.50 -2.72 -1.19 0.1357
H 2.19 -1.51 -0.06 0.1306
H -2.99 0.30 -0.68 0.0546
H -1.88 -1.08 -0.90 0.0939
H -2.56 -0.71 0.73 0.0890
H -0.33 3.73 0.12 0.1144
H 1.03 2.02 -1.76 0.1052
H 1.48 3.58 -0.84 0.1003
H 1.80 1.65 -0.20 0.1210

=====

Quick ranking, most stable first: *Q*, *P*.

=====

*P*
23
Properties=species:S:1:pos:R:3:lowdin_charge:R:1 method="wB97M-V/def2-TZVPD" homo_energy_ev=-10.43 smiles=CCCCCC.O
C 2.58 1.51 -1.97 -0.1308
C 1.67 0.50 -1.33 -0.3132
C 0.60 0.99 -0.37 -0.2291
C -0.22 -0.15 0.32 -0.2320
C -1.60 0.38 0.84 -0.2458
C -2.47 -0.76 1.38 -0.1419
H 2.09 2.19 -2.69 0.0726
H 3.43 1.01 -2.48 0.0726
H 2.98 2.11 -1.14 0.0752
H 1.14 -0.17 -2.03 0.1130
H 2.37 -0.12 -0.74 0.1126
H 1.04 1.61 0.43 0.1148
H -0.04 1.64 -1.00 0.1122
H -0.43 -0.97 -0.39 0.1092
H 0.27 -0.59 1.21 0.1029
H -1.53 1.26 1.51 0.1163
H -2.15 0.69 -0.07 0.1041
H -3.51 -0.42 1.54 0.0865
H -2.04 -1.06 2.35 0.0830
H -2.49 -1.64 0.71 0.0791
O -0.29 -2.42 1.18 -0.1268
H -1.25 -2.23 1.32 -0.0095
H -0.19 -3.36 1.43 0.0751

=====

*Q*
23
Properties=species:S:1:pos:R:3:lowdin_charge:R:1 method="wB97M-V/def2-TZVPD" homo_energy_ev=-10.69 smiles=CCC(C)CC.O
C 0.66 2.23 1.68 -0.0825
C 1.23 0.83 1.34 -0.2646
C 0.37 -0.01 0.46 -0.3985
C -1.03 -0.18 1.15 -0.0673
C 1.01 -1.41 0.24 -0.2350
C 0.15 -2.66 -0.01 -0.1158
H 0.26 2.14 2.68 0.0696
H -0.10 2.51 0.97 0.0663
H 1.52 2.90 1.72 0.0666
H 2.25 0.84 0.94 0.1105
H 1.38 0.18 2.22 0.1094
H 0.12 0.37 -0.54 0.1346
H -1.55 0.77 0.97 0.0661
H -1.62 -0.94 0.66 0.0510
H -1.02 -0.21 2.24 0.0824
H 1.57 -1.66 1.16 0.1035
H 1.86 -1.28 -0.45 0.1063
H -0.08 -3.30 0.82 0.0713
H 0.66 -3.24 -0.80 0.0672
H -0.76 -2.45 -0.58 0.0609
O -1.84 1.10 -4.09 -0.0554
H -1.81 0.49 -3.36 0.0157
H -2.43 0.68 -4.73 0.0379

=====

*R*
23
Properties=species:S:1:pos:R:3:lowdin_charge:R:1 method="wB97M-V/def2-TZVPD" homo_energy_ev=-10.27 smiles=CCCC(C)C.O
C -1.18 0.67 2.13 -0.1364
C 0.07 -0.15 1.80 -0.2473
C -0.18 -1.14 0.63 -0.1963
C 0.83 -0.98 -0.50 -0.4407
C 1.27 -2.32 -1.14 -0.1029
C 0.22 -0.17 -1.65 -0.0920
H -1.05 1.23 3.08 0.0746
H -1.24 1.57 1.50 0.0663
H -2.13 0.15 2.16 0.0644
H 0.27 -0.84 2.63 0.0963
H 0.87 0.60 1.70 0.1068
H -1.24 -1.25 0.39 0.1127
H 0.02 -2.14 1.08 0.1076
H 1.84 -0.60 -0.21 0.1384
H 2.11 -2.70 -0.59 0.0672
H 1.49 -2.18 -2.20 0.0655
H 0.42 -3.04 -1.25 0.0852
H -0.41 0.64 -1.25 0.0771
H 0.99 0.12 -2.37 0.0712
H -0.43 -0.83 -2.26 0.0827
O -0.79 4.16 -0.97 -0.0561
H -1.61 4.57 -1.22 0.0233
H -0.14 4.64 -1.50 0.0324

=====

Quick ranking, most stable first: *Q*, *R*, *P*.

=====

*P*
11
Properties=species:S:1:pos:R:3:lowdin_charge:R:1 method="wB97M-V/def2-TZVPD" homo_energy_ev=-9.96
C -0.66 -0.80 -0.98 -0.1639
C -0.21 0.60 -0.27 -1.4959
C 0.51 0.27 1.12 -0.3141
H -1.09 -1.72 -0.22 0.1387
H 0.40 -1.16 -1.17 0.0335
H -1.27 -0.61 -2.06 0.1269
H 1.13 1.26 1.33 0.0591
H -0.32 0.03 1.90 0.0713
H 1.25 -0.67 1.50 0.1369
Cl 1.47 1.09 -0.88 0.5402
Cl -1.22 1.71 -0.27 0.8672

=====

*Q*
11
Properties=species:S:1:pos:R:3:lowdin_charge:R:1 method="wB97M-V/def2-TZVPD" homo_energy_ev=-9.15
Cl 0.72 2.71 -0.70 0.0266
H 1.67 -1.42 0.55 0.0947
C 0.68 -1.14 0.22 0.1288
H 0.33 -1.44 -0.75 0.0088
C -0.15 -0.42 1.06 -0.1925
C -1.43 -0.08 0.64 0.1847
H 0.17 -0.13 2.09 0.1300
H -2.12 0.46 1.29 0.0969
H -1.73 -0.44 -0.34 0.0971
H 0.87 1.64 -1.58 -0.5050
Cl 0.99 0.26 -2.47 -0.0701

=====

Quick ranking, most stable first: *Q*, *P*.

=====

*P*
16
Properties=species:S:1:pos:R:3:lowdin_charge:R:1 method="wB97M-V/def2-TZVPD" homo_energy_ev="-3.15 / -10.37" spin_multiplicity=2
C -0.30 0.12 1.34 -0.2758
C 0.61 -0.80 0.50 -0.2166
C 1.30 -0.12 -0.72 -0.2367
N 0.13 0.43 -1.56 -0.0210
N -1.62 0.37 0.69 -0.0502
H -0.44 -0.23 2.36 0.1039
H 0.21 1.07 1.31 0.0970
H 0.15 -1.74 0.19 0.0965
H 1.40 -1.11 1.18 0.1005
H 1.62 -0.86 -1.44 0.0656
H 1.95 0.69 -0.43 0.0897
H -0.10 -0.20 -2.36 0.0077
H -0.81 0.54 -1.06 0.0609
H 0.25 1.40 -1.98 0.0277
H -2.16 -0.50 0.69 0.0754
H -2.20 0.95 1.28 0.0754

=====

*Q*
16
Properties=species:S:1:pos:R:3:lowdin_charge:R:1 method="wB97M-V/def2-TZVPD" homo_energy_ev="-5.35 / -8.48" spin_multiplicity=2
C -1.26 0.49 1.85 -0.1164
N 0.09 0.93 1.41 -0.0384
H -1.78 0.13 0.98 0.0682
H -1.19 -0.27 2.64 0.0819
H -1.83 1.28 2.32 0.0665
H -0.03 1.91 1.20 0.1004
H 0.22 0.17 0.24 0.0252
H 0.77 0.80 2.14 0.0996
C 0.84 0.36 -1.85 -0.1544
C 0.15 -1.70 -0.91 -0.1259
N 0.11 -0.34 -0.79 -0.2347
H 0.86 1.42 -1.61 0.0620
H 0.35 0.18 -2.80 0.0646
H 1.89 0.02 -1.85 0.0676
H -0.46 -2.36 -0.32 0.0103
H 0.99 -2.19 -1.41 0.0235

=====

Quick ranking, most stable first: *Q*, *P*.

=====

*P*
24
Properties=species:S:1:pos:R:3:lowdin_charge:R:1 method="wB97M-V/def2-TZVPD" homo_energy_ev=-8.45
Li 9.44 1.42 36.50 0.6667
O 9.62 2.91 35.16 -0.4699
H 10.40 2.72 34.62 -0.0588
O 11.42 0.95 37.69 -0.1317
H 12.05 1.74 37.84 0.1083
H 11.60 0.15 38.30 0.0974
O 8.42 4.60 36.86 -0.0545
H 9.18 5.15 37.11 0.0442
H 8.73 4.10 36.15 -0.0845
O 9.52 -0.34 36.25 -0.1200
H 10.17 -0.74 36.81 0.0341
H 9.83 -0.85 35.42 0.1612
O 7.25 -1.52 37.06 -0.0425
H 6.60 -1.09 37.66 0.0682
H 8.02 -1.00 37.12 -0.0562
O 8.41 1.48 33.19 -0.1616
H 8.80 2.09 33.92 -0.0292
H 7.62 2.06 33.02 0.0418
O 7.24 1.17 36.26 -0.0333
H 7.06 0.80 37.06 -0.0368
H 6.82 0.59 35.67 0.0405
O 8.36 2.04 38.48 -0.1102
H 7.71 2.73 38.01 0.1180
H 8.96 2.42 39.07 0.0090

=====

*Q*
24
Properties=species:S:1:pos:R:3:lowdin_charge:R:1 method="wB97M-V/def2-TZVPD" homo_energy_ev=-9.54
Li 0.00 0.94 -0.29 0.6417
O 0.34 -0.85 0.49 -0.4829
H 0.60 -1.75 0.98 0.0998
O 1.22 0.45 2.75 -0.0542
H 0.74 -0.18 2.22 -0.0285
H 0.62 1.15 2.98 0.0069
O -0.22 -2.24 -1.75 -0.1034
H -0.56 -3.13 -1.53 0.0617
H 0.06 -1.88 -0.85 0.0023
O -0.61 0.23 -2.16 -0.0326
H -0.54 -0.63 -2.40 -0.0583
H -1.53 0.25 -1.92 0.0508
O 1.27 2.00 -0.41 -0.1483
H 2.17 2.03 -0.84 0.1077
H 0.72 2.86 -0.54 0.1095
O -1.56 1.85 0.60 -0.1045
H -2.01 2.33 -0.18 0.1213
H -1.35 2.20 1.48 0.0772
O -2.24 -1.14 1.25 -0.0999
H -1.36 -1.33 0.87 -0.0172
H -2.60 -0.29 1.50 0.0011
O 2.50 -0.63 -0.80 -0.0878
H 1.66 -0.72 -0.35 -0.0955
H 2.67 -1.54 -1.08 0.0333

=====

Quick ranking, most stable first: *P*, *Q*.

=====

*P*
22
Properties=species:S:1:pos:R:3:lowdin_charge:R:1 method="wB97M-V/def2-TZVPD" homo_energy_ev=-3.37 charge=-1
C -0.08 -0.59 0.32 -0.2677
N 1.16 -0.30 -0.40 -0.0817
C 2.09 0.65 0.35 -0.4819
O 2.88 0.00 1.23 -0.3080
C -1.09 -1.27 -0.63 -0.2093
C -2.39 -0.42 -0.86 -0.2791
C -2.20 0.52 -2.00 -0.1411
H 0.11 -1.24 1.18 0.1072
H -0.46 0.35 0.71 0.0971
H 1.69 -1.16 -0.41 0.0811
H 2.63 1.23 -0.42 0.0755
H 1.37 1.33 0.89 0.0909
H -1.21 -2.32 -0.34 0.0919
H -0.64 -1.38 -1.62 0.0856
H -3.32 -0.98 -0.91 0.0869
H -2.47 0.15 0.08 0.0918
H -1.28 1.11 -1.93 0.0781
H -3.05 1.20 -2.08 0.0603
H -2.07 0.04 -2.98 0.0679
H 3.31 1.45 3.73 -0.0188
H 2.55 0.57 2.59 -0.0337
O 2.47 1.05 3.51 -0.1929

=====

*Q*
22
Properties=species:S:1:pos:R:3:lowdin_charge:R:1 method="wB97M-V/def2-TZVPD" homo_energy_ev=-2.54 charge=-1
C 1.79 0.20 0.40 -0.4945
O 2.07 1.38 0.01 -0.2990
C 0.33 -0.29 -0.21 -0.3728
C -0.37 0.97 -0.57 -0.4100
C -1.05 1.90 0.44 -0.1104
C -1.50 0.50 -1.59 -0.0775
N -0.29 -1.18 0.75 0.0336
H 2.51 -0.53 0.14 0.0678
H 1.66 0.29 1.40 0.0440
H 0.57 -0.95 -1.03 0.1069
H 0.49 1.69 -0.92 0.1376
H -1.93 1.21 0.85 0.0803
H -0.50 2.27 1.35 0.0740
H -1.51 2.85 0.00 0.0770
H -2.42 0.35 -1.11 0.0355
H -1.07 -0.39 -2.03 0.0527
H -1.48 1.26 -2.37 0.0604
H -1.30 -1.22 0.63 0.0737
H -0.15 -0.88 1.64 0.0209
H 1.97 -3.12 1.33 0.0746
H 0.88 -2.76 0.26 -0.0061
O 1.32 -3.56 0.66 -0.1688

=====

*R*
22
Properties=species:S:1:pos:R:3:lowdin_charge:R:1 method="wB97M-V/def2-TZVPD" homo_energy_ev=-3.72 charge=-1
C -1.14 0.85 1.77 -0.0871
C -0.44 0.29 0.54 -0.4554
C -1.46 -0.38 -0.29 -0.2440
C -1.82 -1.72 0.45 -0.1030
N 0.28 1.47 -0.06 -0.0686
C 1.67 1.08 -0.40 -0.4294
O 1.70 -0.08 -1.20 -0.3037
H -2.19 0.52 1.93 0.0652
H -0.64 0.58 2.64 0.0303
H -1.37 1.96 1.84 0.0846
H 0.31 -0.49 0.73 0.1271
H -2.40 0.07 -0.59 0.0931
H -0.96 -0.53 -1.34 0.1322
H -2.93 -1.54 0.53 0.0664
H -1.45 -1.96 1.45 0.0749
H -1.90 -2.62 -0.05 0.0226
H -0.19 1.66 -1.04 0.1298
H 2.24 2.06 -0.89 0.1311
H 2.16 0.82 0.60 0.0961
H 2.71 -0.25 -2.06 -0.0124
H 4.09 -1.29 -2.03 -0.0174
O 3.75 -0.49 -2.54 -0.3324

=====

Quick ranking, most stable first: *P*, *R*, *Q*.